Entry from the Open Molecules 2025 dataset: 2 unconnected molecules or ions with the total composition C3H3F2NS (ωB97M-V with the def2-TZVPD basis set).

Bonds (Å) are listed after each position.
CARTESIAN COORDINATES (ANGSTROEM)
1 C -0.13 -1.15 -1.67  C3 1.451, N4 1.150
2 C 0.43 0.23 1.77  S7 1.809, H8 1.125, H9 1.089, H10 1.161
3 C -0.57 0.23 -1.57  C1 1.451, F5 1.334, F6 1.331
4 N 0.16 -2.27 -1.74  C1 1.150
5 F -1.71 0.49 -0.93  C3 1.334
6 F -0.20 1.20 -2.40  C3 1.331
7 S 1.10 0.75 0.17  C2 1.809
8 H 1.18 -0.46 2.25  C2 1.125
9 H -0.59 -0.14 1.63  C2 1.089
10 H 0.33 1.14 2.48  C2 1.161

## Properties
- ΔE to the lowest compared entry with this formula, charge and spin (kJ/mol) = 234.12
- electronic energy (Eh) = -768.6713
- lowest unoccupied orbital energy (eV) = -1.511
- molecular weight (g mol⁻¹) = 123.13
- charge = 0
- HOMO-LUMO gap (eV) = 7.5